Entry 1:
The following is a DFT calculation (ωB97M-V/def2-TZVPD) of a single C3H6P2 molecule at a distorted geometry.

```
! wB97M-V def2-TZVPD RIJCOSX def2/J DEFGRID3
* xyz 0 1
C -0.0993 0.1843 -0.7006
C -0.5000 -1.2673 -0.5068
C 0.9341 -0.9215 -0.6096
P 0.4946 1.3157 2.5870
P -0.3079 1.3754 0.7075
H -0.9728 -1.4697 0.4832
H -1.0889 -1.7025 -1.3194
H 1.3950 -0.7888 -1.6156
H 1.7450 -1.0647 0.1592
H 0.0532 2.5957 0.0647
H -1.6531 1.7433 0.7505
*
```

Properties
* E: -21779.794 eV
* HOMO-LUMO gap (alpha / beta): 6.37 / 6.34 eV

natural (NBO) atomic charge list, values in e, 6 entries: number 1, C, carries -0.212; number 2, C, carries -0.475; number 3, C, carries -0.493; number 4, P, carries -0.259; number 5, P, carries 0.486; number 6, H, carries 0.233

***

Entry 2:
The following is a DFT calculation (ωB97M-V/def2-TZVPD) of a molecular structure, C27H18N7O9ReS2 at a distorted geometry.

```
! wB97M-V def2-TZVPD RIJCOSX def2/J DEFGRID3
* xyz 1 2
Re 0.2167 -0.0495 0.5383
O 3.1870 -1.7166 3.0209
C 2.1006 -1.5721 2.5274
N 1.5326 -0.3693 2.1448
C 2.2140 0.7581 2.5754
O 3.2283 0.8021 3.2181
C 1.4751 2.0139 2.1993
C 1.8768 3.2569 2.6639
C 1.1221 4.3699 2.3175
C -0.0172 4.1865 1.5424
C -0.3315 2.9140 1.0996
N 0.4090 1.8471 1.4041
C 1.1815 -2.7425 2.3134
C 1.6940 -4.0341 2.3803
C 0.8082 -5.0906 2.2415
C -0.5430 -4.8150 2.0856
C -0.9511 -3.4896 2.0291
N -0.1021 -2.4824 2.1166
H 2.7645 3.3184 3.2769
H 1.4185 5.3573 2.6328
H -0.6564 5.0083 1.2605
H -1.1952 2.7544 0.4676
H 2.7539 -4.1719 2.5370
H 1.1622 -6.1097 2.2706
H -1.2710 -5.6074 2.0211
H -1.9954 -3.2321 1.9142
O 3.0429 -0.1365 -2.4239
C 2.1186 0.3435 -1.8036
O 1.9208 0.1262 -0.5427
C 1.1405 1.2480 -2.5167
C 1.5643 1.8473 -3.6929
C 0.7296 2.7064 -4.3884
C -0.5511 3.0052 -3.9180
C -0.9836 2.3819 -2.7792
C -0.1845 1.4501 -2.0560
O -0.7470 0.8536 -1.0607
N -2.2877 2.6180 -2.1820
O -2.3859 3.6052 -1.4897
O -3.1389 1.7801 -2.3413
N 1.1711 3.3177 -5.6276
O 0.4017 4.0818 -6.1613
O 2.2633 3.0135 -6.0386
H 2.5609 1.6394 -4.0601
H -1.1703 3.6982 -4.4670
C 1.8850 -2.8791 -1.3956
C 0.4215 -2.6958 -1.3745
N -0.2524 -1.8708 -0.6161
C -1.6147 -1.9613 -0.8084
C -1.9816 -2.8632 -1.7586
S -0.5963 -3.6278 -2.4182
C -2.4657 -1.1648 0.0513
C -3.8262 -1.1102 0.0700
S -4.3691 -0.1781 1.3976
C -2.7378 0.1000 1.8687
N -1.8573 -0.4334 1.0536
C -2.4270 0.7519 3.1567
H 2.3692 -2.3522 -0.5754
H 2.3034 -2.4896 -2.3264
H 2.1304 -3.9385 -1.3472
H -2.9708 -3.1051 -2.0913
H -4.5147 -1.5556 -0.6181
H -3.3329 1.1631 3.5917
H -1.6796 1.5358 3.0625
H -2.0287 -0.0087 3.8291
*
```

Properties
* E: -80940.919 eV
* HOMO-LUMO gap (alpha / beta): 6.19 / 6.64 eV

natural (NBO) atomic charge list, values in e, 6 entries: number 1, Re, carries 1.688; number 2, O, carries -0.473; number 3, C, carries 0.647; number 4, N, carries -0.686; number 5, C, carries 0.633; number 6, O, carries -0.471

***

Entry 3:
The following is a DFT calculation (ωB97M-V/def2-TZVPD) of 10 unconnected molecules or ions with the total composition C13H46N14O10 at a distorted geometry.

```
! wB97M-V def2-TZVPD RIJCOSX def2/J DEFGRID3
* xyz 0 1
C 0.5688 2.5807 -4.6628
O 1.5507 2.9058 -5.3267
N -0.4796 1.9155 -5.2179
N 0.3431 2.9164 -3.3683
H -0.4440 1.5659 -6.1583
H -1.4179 2.1336 -4.9250
H -0.2596 2.3004 -2.8458
H 1.0894 3.4000 -2.8995
C -2.7344 0.1848 -2.2705
O -1.7684 0.9569 -2.2978
N -3.9288 0.5933 -1.7782
N -2.8087 -1.1015 -2.6704
H -3.9028 1.5404 -1.4345
H -4.7025 -0.0227 -1.6414
H -3.6189 -1.6628 -2.5078
H -1.9402 -1.5588 -2.9240
C -3.6831 3.8664 -0.5232
O -3.9649 4.2895 -1.6267
N -2.7323 2.9247 -0.2636
N -4.2080 4.3624 0.6560
H -2.4201 2.7558 0.6710
H -2.2337 2.5760 -1.0789
H -3.8270 4.1917 1.5649
H -4.9585 5.0268 0.5789
C 0.2845 0.0576 0.6242
O 0.7692 -0.3419 1.6843
N -0.8203 -0.5072 0.0263
N 1.0487 0.6422 -0.3506
H -1.0680 -0.1456 -0.8801
H -1.4051 -1.0299 0.6690
H 2.0246 0.8084 -0.1445
H 0.7282 0.8738 -1.2718
C 0.4935 -2.7475 -3.2704
O -0.4859 -2.5079 -3.9641
N 1.0313 -3.9619 -2.9986
N 1.1479 -1.8088 -2.5295
H 0.6966 -4.8317 -3.3679
H 1.9215 -3.8140 -2.5644
H 0.7348 -0.9007 -2.6749
H 2.0382 -1.9124 -2.0839
C 4.1308 -1.4256 2.8235
O 5.2866 -1.1315 3.1265
N 3.5013 -0.9832 1.6968
N 3.2470 -2.0554 3.6521
H 4.0399 -0.3820 1.0916
H 2.5414 -0.6848 1.8360
H 3.4346 -2.5771 4.4858
H 2.3928 -2.2346 3.1506
C -0.3656 1.2512 4.9807
O -0.6695 1.6968 6.0860
N -0.6539 1.8575 3.7819
N 0.1350 0.0146 4.8003
H -0.6266 1.1719 3.0474
H -0.9231 2.8112 3.6543
H 0.5095 -0.3178 3.9270
H 0.3135 -0.5678 5.5994
C 5.8292 0.8319 -2.1418
C 5.6245 1.3725 -0.6906
O 4.2202 1.4429 -0.4725
H 6.8604 1.0575 -2.4336
H 5.1852 1.2105 -2.9331
H 5.8145 -0.2595 -2.1396
H 6.1443 2.3306 -0.6558
H 6.2197 0.6836 -0.0949
H 3.8601 2.2439 -0.8593
C -4.3606 0.6439 3.0241
C -3.3546 -0.4881 2.9850
O -3.1467 -0.9052 1.6276
H -4.3887 0.9881 4.0596
H -5.3480 0.3251 2.6977
H -3.9409 1.4091 2.3700
H -3.7390 -1.3736 3.5012
H -2.4056 -0.2504 3.4594
H -3.9002 -1.3200 1.2046
C 1.0097 -3.4227 0.5822
C -0.3544 -3.9067 1.1606
O -1.2488 -3.8386 0.0378
H 1.8665 -3.5798 1.2453
H 0.9780 -2.3578 0.3499
H 1.3090 -4.0022 -0.2921
H -0.7713 -3.2839 1.9517
H -0.2156 -4.9479 1.4606
H -0.6989 -3.5606 -0.6962
*
```

Properties
* SMILES string: NC(N)=O.NC(N)=O.NC(N)=O.NC(N)=O.NC(N)=O.NC(N)=O.NC(N)=O.CCO.CCO.CCO
* E: -55569.187 eV
* HOMO-LUMO gap: 9.41 eV

Löwdin atomic charge list, values in e, 6 entries: number 1, C, carries -0.691; number 2, O, carries 0.015; number 3, N, carries 0.147; number 4, N, carries 0.158; number 5, H, carries 0.103; number 6, H, carries 0.096

***

Entry 4:
The following is a DFT calculation (ωB97M-V/def2-TZVPD) of a gas-phase ion, C5H10N2O2 (charge +2) at a distorted geometry.

```
! wB97M-V def2-TZVPD RIJCOSX def2/J DEFGRID3
* xyz 2 1
C 0.1950 0.6611 0.1107
C -1.1318 0.0309 0.0819
C 1.3483 -0.0598 0.1388
C 1.0676 -1.5586 0.4357
C -0.1547 -2.0216 -0.3849
N -0.0078 2.1788 -0.0941
N -2.2694 0.7266 0.1292
O 2.6044 0.2032 0.0183
O -1.2657 -1.2801 0.0970
H 1.8633 -2.1359 -0.0776
H 0.8389 -1.8120 1.4373
H 0.0546 -1.8922 -1.5287
H -0.3619 -3.1081 -0.1261
H 2.9483 1.1077 -0.3556
H -0.7212 2.0896 -0.8356
H 0.8170 2.7053 -0.3798
H -2.5805 1.5629 0.5373
H -0.2543 2.5673 0.8264
H -2.9901 0.0349 -0.0302
*
```

Properties
* SMILES string: [NH2+]=C1OCCC(O)=C1[NH3+]
* E: -12403.281 eV
* HOMO-LUMO gap: 10.19 eV

natural (NBO) atomic charge list, values in e, 6 entries: number 1, C, carries -0.182; number 2, C, carries 0.677; number 3, C, carries 0.547; number 4, C, carries -0.500; number 5, C, carries -0.092; number 6, N, carries -0.691

***

Result set for energy above the lowest of the compared OMol25 structures with the same formula, charge and spin: 107.06, 37.36, 55.68, 0.00 kcal per mole, one per record in the order listed.